Molecular formula: C15H19N3O4
Method: DFT, ωB97M-V/def2-TZVPD

Last column: natural (NBO) charge in e.
Atoms and positions in Å:
1 C 1.407 4.099 -0.068  -0.6430
2 C 0.127 3.603 -0.726  0.1058
3 O 0.467 2.687 -1.769  -0.7689
4 C -0.592 2.686 0.399  -0.1558
5 N 0.294 1.733 0.996  -0.8542
6 C -1.891 2.330 -0.288  0.6566
7 O -2.789 3.141 -0.212  -0.6254
8 N -2.063 1.151 -0.965  -0.6225
9 C -1.139 -0.005 -1.256  -0.1435
10 C -1.632 -1.247 -0.417  -0.4177
11 C -0.486 -2.183 -0.333  -0.1387
12 C 0.114 -2.994 -1.227  -0.0045
13 N 1.150 -3.719 -0.624  -0.5268
14 C 1.139 -3.490 0.729  0.1017
15 C 1.922 -3.964 1.784  -0.2321
16 C 1.705 -3.466 3.045  -0.2220
17 C 0.738 -2.482 3.300  -0.2416
18 C -0.072 -1.973 2.278  -0.2231
19 C 0.150 -2.508 0.954  -0.0091
20 C -1.088 -0.236 -2.750  0.7790
21 O -1.310 -1.308 -3.228  -0.5765
22 O -0.776 0.849 -3.454  -0.6732
23 H 1.291 4.548 0.884  0.2314
24 H 1.775 4.916 -0.761  0.1991
25 H 2.252 3.364 -0.034  0.2249
26 H -0.536 4.461 -0.979  0.2046
27 H 1.303 3.022 -2.207  0.4935
28 H -0.854 3.475 1.147  0.2295
29 H 0.007 1.237 1.858  0.3934
30 H 0.754 1.108 0.328  0.3676
31 H -2.983 1.052 -1.210  0.3965
32 H -0.141 0.269 -0.874  0.2272
33 H -1.955 -0.841 0.535  0.2245
34 H -2.515 -1.654 -0.938  0.2366
35 H -0.049 -3.076 -2.254  0.2307
36 H 1.737 -4.376 -1.088  0.4107
37 H 2.757 -4.670 1.564  0.2145
38 H 2.334 -3.721 3.917  0.2168
39 H 0.661 -2.122 4.349  0.2130
40 H -0.818 -1.200 2.463  0.2062
41 H -0.392 1.509 -2.868  0.5149

Its frontier orbital gap is 8.55 eV. Its total energy is -28523.82264 eV. Its LUMO energy is 0.42 eV. Its net charge is 0. The value obtained for the energy above the lowest of the compared OMol25 structures with the same formula, charge and spin is 1.211 eV. The molar mass is 305.33 g mol⁻¹. As for the structure (SMILES): C[C@@H](O)[C@H](N)C(=O)N[C@@H](Cc1c[nH]c2ccccc12)C(=O)O.